Entry 1:
{
  "formula": "C34H42BeN4P2",
  "method": "the ωB97M-V functional and the def2-TZVPD basis",
  "species": ["Be", "C", "C", "C", "C", "C", "C", "C", "C", "C", "H", "H", "H", "H", "H", "H", "H", "H", "H", "H", "H", "H", "H", "H", "H", "P", "P", "N", "N", "N", "N", "C", "C", "C", "C", "C", "C", "C", "C", "C", "C", "C", "C", "C", "C", "C", "C", "C", "C", "H", "H", "H", "H", "H", "H", "H", "H", "H", "H", "H", "H", "H", "H", "H", "H", "H", "H", "H", "H", "C", "C", "C", "C", "C", "C", "C", "H", "H", "H", "H", "H", "H", "H"],
  "xyz": [[-0.567277, 1.379700, 1.408706], [4.272224, 0.996165, -1.285680], [3.432694, 0.578808, -2.241739], [3.441848, -0.793465, -2.831892], [3.790365, -1.956756, -1.876992], [3.123975, -1.915406, -0.528042], [3.334710, -1.017580, 0.455674], [4.673197, -0.421796, 0.708369], [5.295509, 0.175816, -0.565442], [-1.286742, 0.399887, 2.690617], [4.306542, 2.055698, -1.001231], [2.917840, 1.326271, -2.861470], [4.180007, -0.795396, -3.654332], [2.465347, -0.995532, -3.302369], [3.449633, -2.872984, -2.389467], [4.881654, -2.070205, -1.788421], [2.595940, -2.847415, -0.293518], [2.637935, -0.949751, 1.284785], [5.328451, -1.216109, 1.117600], [4.586160, 0.370322, 1.470166], [6.097323, 0.846592, -0.238749], [5.754932, -0.606837, -1.181267], [-1.581731, 1.165820, 3.442076], [-0.742560, -0.399540, 3.230043], [-2.222003, -0.070175, 2.344821], [-0.452326, -1.515975, 0.487439], [-1.023940, 0.542480, -1.244667], [0.648506, -2.367872, 1.675980], [-1.616094, -2.776912, 0.488687], [0.605495, 1.190439, -0.778837], [-1.590872, 1.675090, -2.515964], [0.275778, -1.760422, -1.183792], [-0.332723, -0.807301, -2.229928], [1.261597, -1.759164, 2.794201], [1.992374, -2.713995, 3.484826], [1.848973, -3.952201, 2.782165], [1.038377, -3.709827, 1.677128], [-2.244552, -3.240418, 1.655606], [-3.244557, -4.126967, 1.292255], [-3.258853, -4.195659, -0.141597], [-2.264577, -3.354997, -0.611204], [0.993196, 1.282318, 0.644466], [1.785397, 2.478701, 0.730935], [1.971471, 2.999779, -0.533603], [1.222294, 2.223236, -1.427356], [-0.936699, 2.122656, -3.664056], [-1.724405, 3.090761, -4.280467], [-2.924533, 3.225669, -3.505668], [-2.818561, 2.354666, -2.429662], [0.234810, -2.821037, -1.478631], [1.342286, -1.482259, -1.095067], [0.425164, -0.429746, -2.930317], [-1.130064, -1.297967, -2.810474], [1.163148, -0.696278, 2.982211], [2.566997, -2.530007, 4.386561], [2.290087, -4.902370, 3.059892], [0.673601, -4.383507, 0.913917], [-1.896295, -2.921820, 2.623485], [-3.878234, -4.671764, 1.974119], [-3.915778, -4.796819, -0.749291], [-1.923245, -3.139126, -1.611884], [1.434623, 0.361585, 1.054788], [2.148321, 2.896265, 1.658802], [2.624011, 3.803564, -0.853866], [1.178542, 2.338138, -2.492617], [0.028677, 1.722849, -3.947659], [-1.471346, 3.637435, -5.174613], [-3.760710, 3.877678, -3.713649], [-3.512551, 2.137846, -1.627475], [-1.837033, 2.656744, 1.009824], [-3.257403, 2.562512, 1.471182], [-3.715817, 3.328179, 2.567008], [-5.034554, 3.249648, 3.011708], [-5.947379, 2.412679, 2.359139], [-5.515920, 1.625455, 1.286625], [-4.186009, 1.693735, 0.856091], [-1.288891, 3.437057, 1.580533], [-1.811248, 2.888790, -0.064530], [-3.008288, 3.980218, 3.082394], [-5.362628, 3.850683, 3.861631], [-6.977546, 2.340704, 2.706800], [-6.212825, 0.956765, 0.773529], [-3.843245, 1.043958, 0.050696]],
  "forces_ev_per_a": [[-3.2440, 0.0982, 1.4801], [0.0720, 0.5299, -0.7378], [1.3357, 0.6120, -0.3242], [-0.0307, -0.3032, -0.1143], [0.5000, -0.8075, -0.3460], [0.7183, -0.4549, 0.6648], [0.2788, -1.6028, -0.0056], [0.1798, 1.0198, -0.1890], [0.3892, 0.0396, 0.5042], [0.6816, 0.0730, 0.6893], [-0.2710, -0.4116, -0.2506], [0.0181, -0.3277, 0.5831], [-0.2998, -0.0780, 0.1390], [0.2638, 0.0301, 0.1362], [0.1807, 0.2351, 0.2130], [-0.3867, -0.0130, -0.1280], [-0.8058, 0.9219, -0.1478], [0.4848, -0.7339, -0.0095], [-0.3132, 0.3935, -0.0625], [0.1264, -0.2019, -0.1480], [0.0481, -0.1107, -0.2244], [-0.1790, 0.4622, 0.1748], [-0.0704, -0.4614, -0.1088], [-0.3419, 0.4413, -0.0778], [0.0828, 0.3252, -0.0612], [1.2155, -1.2362, 1.4587], [-0.7906, 1.2728, -1.2975], [0.3888, 0.3367, -0.1303], [-1.1797, -0.6319, 0.0953], [0.8487, 1.3000, 0.1086], [0.3239, -0.2067, 0.2357], [0.5476, -0.6335, -0.3578], [-0.2948, -0.3809, -0.3991], [0.0809, -0.9390, -0.1603], [-0.5945, 0.5392, -0.7247], [-0.5779, 0.4669, -0.8086], [0.3349, 0.2941, 0.8083], [-0.4402, -0.4195, -1.0334], [0.8458, 0.7369, -0.2789], [0.6813, 0.6375, 0.1491], [-0.2273, -0.3162, 0.8629], [0.6634, 0.7537, -1.3159], [-0.2084, -0.7044, -0.4182], [-0.3386, 0.0829, -0.3272], [-0.2149, -0.8574, 1.4351], [-0.8603, 0.7220, -0.2525], [0.3149, -0.9180, 0.8365], [0.6100, -0.8862, 0.7163], [0.4575, 0.3015, -0.7668], [0.1405, 0.3302, -0.0992], [-0.8345, -0.1422, 0.1701], [-0.1580, -0.2490, 0.0993], [0.1369, 0.2819, 0.1832], [-0.1426, -0.3562, -0.0084], [-0.1558, -0.0588, -0.2177], [-0.1450, 0.1567, -0.1262], [0.0004, 0.0515, 0.1199], [-0.0157, 0.0435, 0.0001], [0.0298, 0.0487, -0.0342], [0.0381, 0.0309, -0.0168], [-0.1818, -0.0701, 0.0716], [-0.4761, 0.5097, -0.0884], [0.3451, -0.2362, -0.0236], [-0.3369, 0.0986, 0.2583], [-0.5076, 0.2905, 0.0670], [-0.2841, 0.0353, -0.0785], [0.0093, -0.0773, -0.0171], [0.0936, -0.1006, 0.0642], [0.2043, 0.1449, -0.1255], [1.0063, -0.2169, -0.2642], [0.0042, -0.1302, 0.3015], [-0.0581, -0.3191, -0.2120], [-0.0406, -0.1860, -0.2978], [0.1588, -0.1492, 0.0019], [0.2784, 0.2274, 0.0091], [-0.0101, 0.3030, 0.3754], [-0.4123, 0.2123, -0.4017], [0.0450, 0.4676, 0.2618], [-0.1763, -0.1078, -0.1593], [0.1090, -0.1599, -0.2168], [0.2274, 0.0737, -0.0967], [0.2104, 0.1944, 0.2268], [-0.1053, 0.0693, 0.1900]],
  "relative_energy_kj_mol": 74.4,
  "total_energy_ha": -2237.068995,
  "multiplicity": 1
}

Entry 2:
{
  "formula": "C34H42BeNO4",
  "method": "the ωB97M-V functional and the def2-TZVPD basis",
  "species": ["O", "C", "C", "H", "H", "C", "H", "H", "C", "H", "H", "H", "C", "H", "H", "H", "Be", "C", "C", "C", "H", "C", "C", "H", "H", "H", "H", "C", "C", "C", "H", "C", "C", "H", "H", "H", "H", "O", "C", "C", "H", "H", "C", "H", "H", "C", "H", "H", "H", "H", "C", "C", "C", "C", "C", "C", "N", "C", "C", "C", "C", "C", "C", "C", "O", "O", "C", "C", "H", "H", "H", "H", "H", "H", "H", "H", "H", "H", "H", "H", "H", "H"],
  "xyz": [[3.842374, 0.016248, 1.381205], [3.864639, -0.854354, 2.541014], [5.421554, -0.749823, 2.656267], [3.526495, -1.874446, 2.276756], [3.237686, -0.384660, 3.350237], [5.353992, 0.055127, 1.296660], [6.022660, -1.686346, 2.585621], [5.776474, -0.231132, 3.573141], [6.007667, -0.690372, 0.093480], [5.679601, -1.746469, -0.025262], [7.118740, -0.740948, 0.217152], [5.845791, -0.163363, -0.875235], [5.720993, 1.528323, 1.224007], [5.335509, 2.121023, 2.078301], [5.206931, 1.946780, 0.339081], [6.809928, 1.674318, 1.090336], [1.115236, 0.739564, 2.023164], [0.265334, 2.431041, 1.393498], [-0.080466, 2.101554, 2.723304], [1.119105, 1.985395, 3.496467], [-1.078604, 1.870568, 3.052764], [2.193422, 2.281751, 2.623275], [1.687641, 2.509237, 1.308040], [2.264467, 2.875043, 0.469499], [-0.411746, 2.592246, 0.549162], [1.182283, 1.617969, 4.515294], [3.221098, 2.388609, 2.910353], [-0.697265, 1.048049, -1.996801], [-0.355290, 2.075272, -2.948624], [0.284881, 1.469610, -4.076001], [-0.577338, 3.134253, -2.842867], [0.297038, 0.059427, -3.842942], [-0.306508, -0.197040, -2.566848], [-0.522050, -1.157692, -2.101089], [-1.165475, 1.135827, -0.997045], [0.719975, 1.978542, -4.956403], [0.735479, -0.687063, -4.511177], [3.578419, -0.975293, -2.214312], [2.920119, 0.258261, -1.858061], [1.990959, 0.014269, -0.652014], [2.312342, 0.674894, -2.697580], [3.642028, 1.065738, -1.592673], [1.753662, -1.497178, -0.591409], [1.065523, 0.604622, -0.664735], [2.573602, 0.302764, 0.233453], [2.805339, -2.067785, -1.604575], [0.718769, -1.737398, -0.906849], [1.955225, -1.955690, 0.408922], [2.309748, -2.615990, -2.426077], [3.451961, -2.765082, -1.032197], [-5.228848, -3.482747, -1.941817], [-4.640600, -2.101910, -2.145261], [-4.113977, -1.806885, -3.404577], [-3.560593, -0.543818, -3.684955], [-3.665042, 0.446568, -2.715258], [-3.964539, 0.070358, -1.390090], [-3.460800, 0.880559, -0.391434], [-3.494214, 0.720669, 1.016945], [-4.557734, 1.350984, 1.685063], [-4.720183, 1.248800, 3.061842], [-3.804131, 0.467313, 3.784142], [-2.696875, -0.121584, 3.148806], [-2.490524, 0.054355, 1.775346], [-1.222242, -0.470826, 1.135343], [-1.349169, -1.073082, 0.068336], [-0.040479, -0.324799, 1.747829], [-4.615868, -1.151519, -1.110423], [-5.256471, -1.435425, 0.201551], [-4.809826, -3.989479, -1.058818], [-6.326392, -3.463026, -1.836848], [-5.007775, -4.115274, -2.816824], [-4.152841, -2.584378, -4.190553], [-3.033761, -0.392549, -4.631867], [-3.365933, 1.468447, -2.948344], [-3.191958, 1.816952, -0.666249], [-5.252180, 1.936768, 1.077474], [-5.502269, 1.811824, 3.573425], [-3.919628, 0.304247, 4.860812], [-1.974133, -0.741009, 3.712911], [-4.527371, -1.616361, 1.001545], [-5.907937, -0.612597, 0.514190], [-5.885655, -2.328774, 0.138085]],
  "forces_ev_per_a": [[2.4145, -0.9542, 0.7034], [0.5152, 0.1851, -0.1709], [0.0359, 0.1371, 0.0877], [-0.1171, 0.4981, 0.2677], [0.6817, -0.6899, -0.4801], [-0.4588, -0.1908, 0.2380], [-0.7213, 0.5101, -0.0437], [-0.2107, 0.0663, -0.7700], [-0.0034, -0.1323, -0.1942], [-0.1037, 0.7523, 0.1649], [-0.7677, 0.2080, 0.2834], [-0.2256, -0.3833, 0.7373], [-0.0467, 0.3837, 0.0592], [0.4193, -0.4954, -0.2445], [0.2928, -0.2441, 0.2047], [-0.5049, -0.0137, 0.1902], [-1.9945, 0.3755, -0.9394], [0.3311, 0.6110, 0.1588], [0.3783, 0.9120, 0.1680], [-0.9539, -0.3034, -0.3978], [0.0578, -0.0548, 0.0838], [0.2720, -0.2527, -0.5959], [-0.5339, 0.6443, 1.0616], [-0.0888, -0.4947, -0.0497], [0.3118, -0.3743, 0.3881], [0.0308, 0.2854, -0.1318], [0.2375, -0.3017, 0.0013], [0.3171, 0.0406, -1.0865], [0.1974, -0.6625, 0.3624], [-0.3598, -0.4147, 0.4351], [0.1445, -0.0267, 0.0394], [-0.4618, 0.3288, 0.5949], [-0.1890, 0.8079, -0.7971], [0.1065, 0.3253, -0.4482], [0.3570, 0.1427, -1.0374], [-0.4066, -0.2789, 0.6269], [-0.1779, 0.1980, 0.2234], [-0.9188, -0.3422, 1.3918], [-0.9737, 1.1020, -0.3565], [0.4216, 0.1063, 0.8473], [0.5212, -0.6218, 0.4105], [0.1900, -0.7131, -0.1696], [0.3153, -0.5032, -0.6753], [0.4369, -0.4209, -0.5379], [-0.7423, -0.1514, -0.7733], [-0.2975, 0.2178, -0.0518], [0.8886, 0.0427, 0.4274], [-0.2842, 0.5210, -0.6116], [0.2288, 0.1490, 0.3303], [0.2029, 0.3898, -0.6517], [-0.1204, -0.2396, -0.1045], [-0.2743, 0.0524, -0.3982], [0.4241, -0.0619, -0.2403], [-0.9719, -0.4624, 0.2087], [0.5419, -0.3824, -0.2383], [0.0510, -0.5716, -0.2133], [-0.1295, 1.2246, 0.5774], [-0.1760, -0.0021, 0.4582], [0.2707, -0.0402, 0.2234], [0.7061, -0.1125, 0.1554], [0.2298, -0.3243, 0.0138], [-0.3176, 0.1737, 0.1194], [-0.1538, 0.4116, 0.0808], [0.7004, -1.3507, -1.9341], [0.1112, 0.6944, 1.9489], [-0.1740, -0.4457, 0.1785], [0.6065, 0.0685, -1.1265], [-0.1791, -0.3853, 0.6308], [-0.1449, 0.1707, -0.2035], [0.2746, 0.0182, 0.0785], [-0.0422, 0.2450, 0.3054], [0.2501, 0.4770, 0.5489], [-0.4611, 0.3210, 0.2984], [0.3832, -0.3486, 0.2711], [0.0088, -0.3192, -0.2582], [0.1685, -0.2536, 0.1970], [0.0994, -0.3360, -0.1350], [-0.0710, 0.1743, -0.3859], [-0.4495, 0.6124, -0.3029], [-0.1676, 0.0308, -0.0256], [0.1445, -0.1079, 0.0192], [0.0985, 0.1496, -0.0201]],
  "relative_energy_kj_mol": 0.0,
  "total_energy_ha": -1691.172760,
  "multiplicity": 1,
  "charge": -1
}